1.
Density functional theory data (ωB97M-V/def2-TZVPD) for a 2-piece molecular cluster, C4H7NO overall.

```
13
C4H7NO ωB97M-V/def2-TZVPD
C -0.23 1.48 0.58
C 0.99 1.75 0.85
N 0.63 1.80 -0.61
H -1.23 1.12 0.76
H 1.87 1.82 1.46
H 0.47 2.78 -0.86
C -0.70 -1.31 -1.10
C -0.47 -1.98 0.03
O 0.44 -1.66 0.99
H -1.47 -1.67 -1.78
H -0.14 -0.42 -1.38
H -1.02 -2.87 0.31
H 0.85 -0.82 0.74
```

## Properties
SMILES ... C1=CN1.C=CO
M ... 85.106 Da
Spin multiplicity ... 1
E_LUMO ... 1.001 eV
Gap between HOMO and LUMO ... 9.9 eV

---

2.
Density functional theory data (ωB97M-V/def2-TZVPD) for a single C5H9NO molecule at a distorted geometry.

```
16
C5H9NO ωB97M-V/def2-TZVPD
C -1.57 -1.03 -0.08
C -0.59 -0.04 -0.74
C -0.81 1.39 -0.48
C 0.54 1.02 0.01
C 0.83 -0.04 0.94
N 1.84 -0.83 0.99
O 2.91 -0.33 0.23
H -2.46 -1.04 -0.72
H -1.93 -0.74 0.92
H -1.23 -2.08 0.00
H -0.24 -0.40 -1.70
H -0.74 1.97 -1.40
H -1.62 1.71 0.18
H 1.40 1.63 -0.31
H 0.05 -0.30 1.62
H 3.62 -0.91 0.54
```

## Properties
SMILES ... C[C@H]1C[C@H]1/C=N\O
M ... 99.133 Da
Spin multiplicity ... 1
E_LUMO ... 1.070 eV
Gap between HOMO and LUMO ... 9.1 eV

---

3.
Density functional theory data (ωB97M-V/def2-TZVPD) for a 2-piece molecular cluster, C25H29F18N4O7 overall at a distorted geometry.

```
83
C25H29F18N4O7 ωB97M-V/def2-TZVPD
C -1.04 3.24 2.78
C -0.76 1.82 2.45
C -0.34 0.91 3.59
N -0.86 1.38 1.24
C -1.80 0.33 0.95
C -3.07 1.09 0.49
O -3.87 1.63 1.19
O -3.17 1.08 -0.87
C -1.99 0.46 -1.35
C -1.94 0.16 -2.82
O -2.91 0.17 -3.50
N -0.63 -0.08 -3.41
C 0.23 1.00 -3.41
O 1.30 1.09 -2.88
F -0.27 2.00 -4.12
C -1.44 -0.51 -0.27
O -0.09 -0.55 -0.65
C 0.90 -0.84 0.34
C 1.94 0.28 0.35
N 3.08 -0.06 -0.54
C 4.40 0.07 0.05
C 5.05 -1.23 0.53
C 4.06 -2.29 0.97
O 5.93 -1.76 -0.47
C -1.91 -2.00 -0.28
F -1.58 -2.58 0.91
F -1.18 -2.64 -1.23
C -3.39 -2.43 -0.58
F -3.31 -3.75 -0.88
F -3.86 -1.83 -1.69
C -4.41 -2.35 0.60
F -4.22 -3.47 1.34
F -4.18 -1.31 1.43
C -5.92 -2.43 0.17
F -6.59 -2.75 1.29
F -6.07 -3.46 -0.68
C -6.52 -1.14 -0.48
F -5.64 -0.12 -0.45
F -6.74 -1.41 -1.79
C -7.88 -0.70 0.09
F -8.72 -1.76 -0.08
F -7.82 -0.44 1.41
C -8.57 0.51 -0.62
F -8.88 0.23 -1.89
F -9.73 0.69 0.05
C -7.81 1.87 -0.59
F -6.95 1.95 -1.60
F -7.18 2.06 0.56
F -8.72 2.84 -0.74
H -2.11 3.41 2.71
H -0.55 3.95 2.10
H -0.73 3.50 3.79
H -1.07 0.11 3.73
H -0.21 1.47 4.51
H 0.60 0.45 3.29
H -2.10 -0.20 1.86
H -1.24 1.26 -1.25
H -0.15 -0.86 -2.97
H 0.50 -1.08 1.32
H 1.42 -1.74 0.01
H 2.32 0.46 1.35
H 1.46 1.16 -0.07
H 3.01 0.49 -1.38
H 5.05 0.44 -0.75
H 4.45 0.81 0.86
H 5.67 -0.98 1.40
H 4.57 -3.15 1.39
H 3.50 -2.64 0.10
H 3.33 -1.92 1.69
H 5.60 -2.63 -0.73
C 9.12 -0.20 0.24
C 8.03 0.80 0.29
O 7.22 0.95 1.14
N 7.83 1.72 -0.92
C 9.03 2.19 -1.67
H 9.24 -0.62 1.23
H 8.85 -0.99 -0.46
H 10.07 0.25 -0.07
H 7.20 1.20 -1.55
H 7.25 2.48 -0.55
H 8.71 2.93 -2.40
H 9.48 1.34 -2.18
H 9.72 2.64 -0.97
```

## Properties
Net charge ... +1
M ... 839.492 Da
Spin multiplicity ... 1
E_LUMO ... -3.620 eV
Gap between HOMO and LUMO ... 7.2 eV

---

4.
Density functional theory data (ωB97M-V/def2-TZVPD) for a 2-piece molecular cluster, C10H16 overall at a distorted geometry.

```
26
C10H16 ωB97M-V/def2-TZVPD
C -0.40 -1.02 -2.41
C -1.35 -0.14 -1.65
C -2.66 -0.52 -1.35
C -3.41 0.16 -0.41
C -3.00 1.38 0.12
C -1.67 1.76 -0.10
C -0.90 0.99 -0.99
H -0.42 -2.05 -2.07
H 0.59 -0.59 -2.35
H -0.73 -1.07 -3.46
H -3.16 -1.41 -1.71
H -4.38 -0.18 -0.07
H -3.63 1.99 0.74
H -1.15 2.52 0.45
H 0.16 1.22 -0.91
C 2.00 -1.37 1.99
C 3.06 -0.30 1.64
C 2.38 0.80 0.82
H 1.95 -2.20 1.27
H 2.13 -1.80 2.97
H 1.01 -0.92 1.96
H 3.85 -0.64 0.98
H 3.40 0.06 2.61
H 1.59 1.28 1.43
H 1.70 0.44 0.05
H 3.03 1.59 0.44
```

## Properties
SMILES ... Cc1ccccc1.CCC
M ... 136.238 Da
Spin multiplicity ... 1
E_LUMO ... 1.010 eV
Gap between HOMO and LUMO ... 10.0 eV

---

5.
Density functional theory data (ωB97M-V/def2-TZVPD) for a single CH3ClN2S molecule at a distorted geometry.

```
8
CH3ClN2S ωB97M-V/def2-TZVPD
N 1.38 -0.24 -0.05
N 0.25 0.58 -0.13
C -0.99 0.17 0.04
S -2.53 1.09 -0.21
Cl -1.12 -1.54 0.17
H 1.36 -0.72 0.84
H 1.32 -0.89 -0.83
H 0.33 1.55 0.17
```

## Properties
SMILES ... NNC(=S)Cl
M ... 110.569 Da
Spin multiplicity ... 1
E_LUMO (spin up / spin down) ... 0.036 / 0.036 eV
Gap between HOMO and LUMO (spin up / spin down) ... 8.7 / 8.7 eV